Formula: C21H25F4N3O6P
Source: the OMol25 dataset
Level of theory: ωB97M-V with the def2-TZVPD basis set

Positions of all 60 atoms, in Å:
N  1.4894  0.6081  2.4099
C  2.7746  0.8227  1.6982
C  2.4377  1.0385  0.2490
C  2.8566  0.1672  -0.7748
P  4.0039  -1.2296  -0.4526
O  5.1854  -0.8974  0.3886
C  2.3618  0.3462  -2.0693
F  2.7278  -0.5029  -3.0369
C  1.4932  1.3654  -2.4397
O  1.0202  1.4482  -3.7199
C  1.1307  2.2294  -1.4269
C  1.6059  2.0819  -0.1365
C  1.0792  3.2161  0.6564
O  1.3261  3.5445  1.7831
N  0.1873  3.9804  -0.1890
C  -1.1390  4.1897  0.4724
C  -2.3489  3.9443  -0.4139
C  -2.6824  2.4673  -0.6111
C  -4.1322  2.2691  -1.0496
N  -4.3473  1.0503  -1.8006
C  -4.7940  -0.1506  -1.3173
C  -4.8313  -1.0566  -2.3464
C  -4.3863  -0.3796  -3.5137
C  -4.0973  0.9100  -3.1421
C  0.2369  3.4108  -1.4832
O  -0.3062  3.8688  -2.4571
H  1.1275  -0.2670  2.0281
H  1.6961  0.4315  3.3845
H  3.4123  -0.0538  1.7924
H  3.2962  1.6812  2.1176
H  3.1562  -2.2401  0.0137
H  4.3732  -1.6023  -1.7531
H  1.5018  2.1341  -4.1927
H  -1.1735  5.2115  0.8478
H  -1.1908  3.5372  1.3425
H  -2.2477  4.4475  -1.3716
H  -3.1922  4.4122  0.1043
H  -2.0177  1.9780  -1.3227
H  -2.5433  1.9597  0.3470
H  -4.7847  2.2412  -0.1781
H  -4.4648  3.1037  -1.6694
H  -5.0419  -0.2809  -0.2775
H  -5.1270  -2.0884  -2.2694
H  -4.2664  -0.7653  -4.5112
H  -3.7329  1.7422  -3.7209
C  2.4731  -5.3268  3.3866
C  2.9384  -4.4317  2.2429
O  2.0677  -4.3609  1.1360
C  0.9804  -3.3799  1.1988
O  1.3304  -2.1928  1.6096
C  -0.2202  -3.9278  2.0172
F  -0.4453  -5.2556  1.8371
F  -1.3511  -3.3045  1.6130
F  -0.1423  -3.7302  3.3450
H  2.0330  -6.2451  2.9952
H  3.3271  -5.5864  4.0180
H  1.7351  -4.8379  4.0185
H  3.8645  -4.8543  1.8396
H  3.1769  -3.4254  2.6020
H  0.6000  -3.4649  0.1518

LUMO energy: 1.8 eV
frontier orbital gap: 6.63 eV
total charge: -1
maximum force: 1.59 eV/A
HOMO level: -4.8640 eV

Here are the Mulliken charges for atoms 1 to 2, given in e:
1. N -0.58
2. C -1.22

***

Formula: C21H25F5N2O7S2SiTi
Source: the OMol25 dataset
Level of theory: ωB97M-V with the def2-TZVPD basis set

Positions of all 64 atoms, in Å:
Ti  0.0763  -0.5587  0.9356
N  -2.8426  2.1877  -0.0363
C  -2.0956  1.1003  0.1960
O  -0.8967  1.2092  0.5015
C  -2.7594  -0.2452  0.1695
C  -1.6714  -1.3180  0.0265
H  -2.3534  3.0552  -0.1784
H  -3.6967  2.0693  -0.5512
H  -3.4939  -0.2603  -0.6409
H  -3.2850  -0.3588  1.1220
H  -1.4529  -1.4430  -1.0389
H  -2.0285  -2.2716  0.4175
O  1.1017  -0.5174  -0.6335
C  1.8799  -1.4309  -1.1644
C  2.1420  -2.6813  -0.5777
C  2.9980  -3.6167  -1.1885
C  3.2415  -4.8384  -0.5954
C  2.6434  -5.1887  0.6208
C  1.8120  -4.2819  1.2437
C  1.5428  -3.0296  0.6851
O  0.7624  -2.1778  1.3199
N  4.1270  -5.7793  -1.2398
O  4.3398  -6.8511  -0.6928
O  4.6326  -5.4689  -2.3071
H  2.3647  -1.1705  -2.1043
H  3.4722  -3.3722  -2.1288
H  2.8465  -6.1585  1.0472
H  1.3354  -4.5188  2.1866
C  1.5723  -1.1102  4.2576
Si  -0.0832  -0.2043  4.0799
C  -1.3080  -0.8924  5.3535
C  0.2024  1.6239  4.4990
O  -0.6676  -0.3627  2.5894
H  2.0708  -0.9062  5.2078
H  2.2338  -0.8003  3.4457
H  1.4305  -2.1902  4.1742
H  -0.8263  -1.0143  6.3269
H  -1.6986  -1.8644  5.0446
H  -2.1579  -0.2185  5.4852
H  0.3467  1.7870  5.5697
H  -0.6604  2.2138  4.1787
H  1.0808  1.9972  3.9692
C  3.3756  2.8196  1.0047
S  2.4924  1.4005  0.2651
C  1.4431  2.4676  -0.7430
O  1.6795  0.9105  1.4448
H  2.6407  3.4614  1.4871
H  3.9078  3.3586  0.2226
H  4.0786  2.4425  1.7454
H  2.0936  3.0511  -1.3944
H  0.8665  3.1027  -0.0741
H  0.7787  1.8493  -1.3455
F  -0.7866  4.2266  -7.8260
C  -0.9288  3.5392  -6.6802
C  0.1795  3.1085  -5.9731
F  1.4071  3.3848  -6.4429
C  0.0258  2.4089  -4.7958
F  1.1420  2.0288  -4.1525
C  -1.2284  2.0865  -4.2436
S  -1.4037  1.1957  -2.7985
C  -2.3226  2.5632  -4.9915
F  -3.5672  2.3429  -4.5456
C  -2.1852  3.2627  -6.1711
F  -3.2713  3.6898  -6.8367

relative energy (zero: lowest compared OMol25 entry of this formula, charge and spin): 90.7 kJ/mol
LUMO energy (alpha / beta): 1.9 / 2.0 eV
frontier orbital gap (alpha / beta): 5.75 / 6.33 eV
total charge: -1
maximum force: 1.59 eV/A
spin multiplicity: 2
<S²>: 0.786
HOMO level (alpha / beta): -3.8214 / -4.2952 eV

Here are the Mulliken charges for atoms 1 to 2, given in e:
1. Ti -0.17
2. N -0.30

***

Formula: C21H25F5N2O7S2SiTi
Source: the OMol25 dataset
Level of theory: ωB97M-V with the def2-TZVPD basis set

Positions of all 64 atoms, in Å:
Ti  -0.0748  1.4277  0.1707
N  3.7655  -0.3369  0.4315
C  2.7008  0.4351  0.1938
O  1.5880  0.1397  0.6624
C  2.8260  1.7039  -0.6063
C  1.4541  2.0521  -1.1637
H  3.5427  -1.3161  0.6064
H  4.5546  -0.2162  -0.1826
H  3.6171  1.5896  -1.3546
H  3.1660  2.4760  0.0922
H  1.2686  1.5200  -2.1001
H  1.3593  3.1224  -1.3574
O  -0.6767  0.0016  -1.0179
C  -1.5319  0.0193  -2.0115
C  -2.3346  1.1257  -2.3369
C  -3.2532  1.0608  -3.4068
C  -4.0425  2.1444  -3.7105
C  -3.9815  3.3418  -2.9987
C  -3.0829  3.4226  -1.9470
C  -2.2642  2.3531  -1.6017
O  -1.4201  2.4900  -0.5831
N  -4.9860  2.0372  -4.8251
O  -5.6794  3.0061  -5.0842
O  -5.0402  0.9872  -5.4407
H  -1.6135  -0.8908  -2.6028
H  -3.3438  0.1575  -3.9936
H  -4.6169  4.1695  -3.2704
H  -2.9928  4.3313  -1.3654
C  -2.2760  3.3057  2.7068
Si  -0.4203  3.2182  2.9091
C  0.2748  4.9412  3.1369
C  0.0101  2.1654  4.3932
O  0.2412  2.5579  1.5698
H  -2.7495  3.7821  3.5700
H  -2.6934  2.3028  2.5943
H  -2.5340  3.8753  1.8117
H  -0.1329  5.4156  4.0339
H  0.0309  5.5713  2.2789
H  1.3621  4.9122  3.2364
H  -0.4441  2.5619  5.3059
H  1.0911  2.1208  4.5421
H  -0.3520  1.1469  4.2402
C  -2.0463  -1.8648  2.9019
S  -1.5219  -1.2778  1.2953
C  -0.1448  -2.3808  1.0619
O  -0.9570  0.0907  1.6519
H  -1.2093  -1.8074  3.5960
H  -2.4123  -2.8867  2.8155
H  -2.8519  -1.2072  3.2244
H  -0.5371  -3.3972  1.0199
H  0.5630  -2.2632  1.8806
H  0.3361  -2.1424  0.1151
F  3.9416  -8.6360  -1.3348
C  3.6672  -7.3199  -1.2964
C  2.5553  -6.8535  -0.6221
F  1.7497  -7.7299  0.0041
C  2.2787  -5.5012  -0.5923
F  1.1831  -5.1195  0.0898
C  3.0759  -4.5384  -1.2241
S  2.7042  -2.8482  -1.1968
C  4.1966  -5.0584  -1.8859
F  5.0472  -4.2331  -2.5130
C  4.4898  -6.4082  -1.9296
F  5.5768  -6.8486  -2.5862

relative energy (zero: lowest compared OMol25 entry of this formula, charge and spin): 30.0 kJ/mol
LUMO energy (alpha / beta): 2.0 / 2.1 eV
frontier orbital gap (alpha / beta): 5.69 / 6.61 eV
total charge: -1
maximum force: 0.26 eV/A
spin multiplicity: 2
<S²>: 0.785
HOMO level (alpha / beta): -3.6677 / -4.5242 eV

Here are the Mulliken charges for atoms 1 to 2, given in e:
1. Ti 0.09
2. N -0.39

***

Formula: C21H25InOS
Source: the OMol25 dataset
Level of theory: ωB97M-V with the def2-TZVPD basis set

Positions of all 49 atoms, in Å:
In  0.2848  0.2629  -0.3023
C  -1.2008  0.5811  2.6264
C  -0.1480  1.4401  2.2941
C  -0.4472  2.0745  1.0211
H  0.7312  1.6707  2.8995
C  -1.8047  1.6381  0.6587
C  -2.2242  0.7139  1.6394
H  -3.2138  0.2702  1.7056
H  -1.2813  0.0083  3.5486
H  0.0148  3.0227  0.7030
H  -2.4118  2.0811  -0.1415
C  -0.1454  -2.6845  0.4318
C  -1.4866  -2.3678  0.7388
C  -2.1124  -1.8522  -0.4271
H  -1.9689  -2.5586  1.6975
C  -1.1481  -1.8417  -1.4676
C  0.0923  -2.3333  -0.9344
H  0.9947  -2.5317  -1.5256
H  0.5751  -3.1774  1.0882
H  -3.1575  -1.5829  -0.5658
H  -1.3392  -1.6203  -2.5212
O  -0.3545  0.3832  -2.4319
C  -1.0202  0.8805  -3.6611
C  0.2580  1.6794  -4.0946
C  -2.2902  1.5498  -3.2518
C  -1.2414  -0.2485  -4.6379
C  1.0207  0.8940  -3.0296
H  0.0472  2.6824  -3.7799
H  0.5464  1.6131  -5.1545
H  1.5745  0.0256  -3.4871
H  1.7026  1.5149  -2.3252
H  -2.5317  2.3190  -3.9894
H  -2.2197  2.0198  -2.2547
H  -3.1103  0.8206  -3.2659
H  -1.2742  0.1752  -5.6966
H  -2.2094  -0.7636  -4.4770
H  -0.3672  -0.9658  -4.5927
S  2.5585  -0.4677  0.8410
C  2.7331  -0.5102  2.5549
C  1.8312  -1.2879  3.3088
C  1.8366  -1.2574  4.7056
C  2.7829  -0.4598  5.3782
C  3.7238  0.2692  4.6460
C  3.7143  0.2291  3.2473
H  1.0626  -1.8444  2.7347
H  1.0713  -1.8177  5.2521
H  2.7426  -0.3773  6.4729
H  4.4230  0.9008  5.1843
H  4.3865  0.8303  2.6369

LUMO energy (alpha / beta): 4.6 / 4.6 eV
frontier orbital gap (alpha / beta): 2.79 / 2.79 eV
total charge: -2
maximum force: 4.86 eV/A
HOMO level (alpha / beta): 1.7819 / 1.7814 eV

Here are the Mulliken charges for atoms 1 to 2, given in e:
1. In -0.06
2. C -0.08

***

Number 1: DFT total energy -59098.595 eV. Number 2: DFT total energy -105749.976 eV. Number 3: DFT total energy -105750.604 eV. Number 4: DFT total energy -40233.111 eV.